*A*
{"formula": "C5H32NO13", "method": "the ωB97M-V functional and the def2-TZVPD basis", "orbital_gap_ev": 8.835, "mol_weight_g_mol": 314.3, "charge": -1, "multiplicity": 1, "species": ["C", "C", "C", "O", "C", "N", "C", "O", "H", "H", "H", "H", "H", "H", "H", "H", "H", "H", "H", "H", "O", "H", "H", "O", "H", "H", "O", "H", "H", "O", "H", "H", "O", "H", "H", "O", "H", "H", "O", "H", "H", "O", "H", "H", "O", "H", "H", "O", "H", "H", "O"], "positions_angstrom": [[-0.28699, -0.12997, 0.52812], [-0.39100, -1.67886, 0.55334], [0.95335, -2.18492, -0.27112], [1.93286, -1.24283, 0.14658], [-1.62836, 0.48104, 0.75487], [-1.80508, 1.84277, 1.06476], [-0.76878, 2.94737, 0.78543], [-2.64433, -0.22773, 0.96802], [0.48350, 0.21111, 1.44292], [0.22207, 0.26164, -0.30352], [-0.41241, -1.94606, 1.59769], [-1.20297, -1.98153, -0.15020], [1.39958, -3.15920, 0.01431], [0.91100, -2.06938, -1.38616], [-2.69700, 2.22966, 1.37021], [-0.99183, 3.90892, 0.97298], [-0.58471, 2.97193, -0.28700], [0.09630, 2.71832, 1.37222], [1.60713, -0.77249, -4.11626], [0.04532, -1.00946, -3.72613], [0.72486, -1.19097, -4.47651], [3.90372, 0.56946, 1.30698], [3.06321, -0.45753, 1.66075], [4.00781, -0.30173, 1.65852], [1.50813, 1.94823, 1.64106], [2.12252, 1.04939, 2.51449], [2.31892, 1.73750, 1.90358], [1.58439, -1.88296, 3.23921], [3.14507, -1.74244, 3.16080], [2.42928, -1.55275, 3.68466], [1.94830, 1.46401, -2.09201], [2.26441, 2.00988, -3.56178], [1.86377, 1.27110, -3.20281], [-3.38762, -0.92752, -1.43783], [-2.03866, -1.23498, -1.75544], [-2.78514, -1.67497, -1.38173], [2.31749, 1.44755, -0.22254], [1.94341, -0.33222, -0.51418], [1.62369, 1.21279, -0.73279], [-2.75842, -4.10216, -0.72580], [-2.09047, -3.16674, 0.38970], [-2.21213, -4.09213, 0.13226], [0.11732, 1.15624, -3.03510], [-0.72759, 0.84335, -1.92486], [-0.71140, 0.54055, -2.78203], [-0.40100, 1.19844, 4.13350], [-1.46158, 1.46469, 3.11596], [-1.19279, 1.67893, 4.06242], [-2.48179, 1.27136, -2.81459], [-2.13952, 2.64591, -2.16349], [-2.84804, 2.08065, -2.38930]]}


*B*
{"formula": "C5H32NO13", "method": "the ωB97M-V functional and the def2-TZVPD basis", "orbital_gap_ev": 8.898, "mol_weight_g_mol": 314.3, "charge": -1, "multiplicity": 1, "species": ["C", "C", "N", "C", "C", "C", "O", "O", "H", "H", "H", "H", "H", "H", "H", "H", "H", "H", "H", "H", "O", "H", "H", "O", "H", "H", "O", "H", "H", "O", "H", "H", "O", "H", "H", "O", "H", "H", "O", "H", "H", "O", "H", "H", "O", "H", "H", "O", "H", "H", "O"], "positions_angstrom": [[1.65052, -2.53143, 2.10821], [0.33416, -2.87239, 1.37640], [-0.69742, -1.84067, 1.38574], [-2.01627, -2.41320, 1.09489], [-0.36947, -0.87723, 0.30149], [-0.91933, 0.53898, 0.51002], [-0.27934, 1.37885, 1.22274], [-2.01136, 0.75054, -0.04987], [2.29253, -3.36040, 1.84776], [2.05977, -1.59368, 1.73530], [1.50746, -2.40015, 3.18203], [-0.01887, -3.75723, 1.90081], [0.63324, -3.21973, 0.37889], [-2.62142, -1.51224, 0.96486], [-2.20561, -2.89478, 0.12335], [-2.39488, -3.00351, 1.93016], [0.70195, -0.86143, 0.26324], [-0.75365, -1.26098, -0.64559], [0.56323, 0.85001, -1.37734], [1.87818, 1.48944, -2.08595], [1.37275, 0.71072, -1.87998], [3.28284, -3.05428, -0.75191], [2.67467, -4.31291, -1.36922], [3.46084, -4.01438, -0.89204], [3.20902, 0.98348, 0.70969], [4.48144, 1.40790, 0.06310], [3.90280, 0.69741, 0.05331], [1.50150, 2.22673, 1.24919], [2.04691, 1.30803, 2.22980], [2.34408, 2.10164, 1.72037], [-1.28466, 4.12240, 1.21742], [-0.61498, 2.94203, 0.52786], [-1.15513, 3.73585, 0.33122], [-3.09496, 3.65165, 0.12133], [-3.22082, 2.24218, -0.36956], [-3.67290, 3.10382, -0.43770], [2.41848, -0.72202, -1.54983], [3.16901, -0.73415, -0.34179], [2.71082, -1.41114, -0.90044], [-1.94770, 0.62993, -3.81232], [-2.56387, 1.95066, -3.77730], [-2.67249, 1.06330, -4.22854], [-2.47521, 3.41815, -1.94468], [-1.02386, 3.11966, -2.12894], [-1.83005, 3.13175, -2.63646], [-3.31879, 0.43133, -2.95619], [-3.07365, 0.15612, -1.53452], [-3.21121, -0.33789, -2.36247], [0.45921, -0.49437, 3.06531], [0.09142, 0.98703, 2.99473], [0.70106, 0.35062, 3.42343]]}


Which of them is most stable, and which least? Most stable: *B*; least stable: *A*.


*A*
{"formula": "C2H5N2O2S", "method": "the ωB97M-V functional and the def2-TZVPD basis", "orbital_gap_ev": 9.908, "mol_weight_g_mol": 121.1, "charge": 1, "multiplicity": 1, "species": ["C", "N", "C", "N", "S", "O", "O", "H", "H", "H", "H", "H"], "positions_angstrom": [[-0.83056, 0.04033, -0.13355], [0.47359, -0.38244, 0.56613], [1.46236, 0.46278, 0.09785], [0.82697, 1.64915, -0.20382], [-0.83673, 1.80616, 0.05162], [2.71955, 0.35530, 0.66629], [2.43168, -0.10856, -0.67785], [-0.71241, -0.23725, -1.19377], [-1.57098, -0.58910, 0.22396], [0.51072, -0.35131, 1.53374], [0.64416, -1.31124, 0.17951], [1.35787, 2.43940, -0.49552]]}


*B*
{"formula": "C2H5N2O2S", "method": "the ωB97M-V functional and the def2-TZVPD basis", "orbital_gap_ev": [8.207, 8.206], "mol_weight_g_mol": 121.1, "charge": 1, "multiplicity": 1, "species": ["C", "C", "N", "N", "O", "O", "S", "H", "H", "H", "H", "H"], "positions_angstrom": [[0.95659, 0.78302, 0.20629], [0.18556, 1.77407, -0.20170], [-0.49172, 2.74068, -0.49765], [-1.21352, -0.82063, 0.34459], [2.75012, -1.23090, -0.00951], [-0.20859, -1.52614, -0.56332], [2.01434, -0.24373, -0.69675], [0.70814, 0.28013, 1.19964], [-1.32208, 3.20819, -0.62156], [-2.05452, -1.57993, 0.18539], [-0.76710, -0.94205, 1.29373], [-0.55722, -2.44270, -0.63914]]}


*C*
{"formula": "C2H5N2O2S", "method": "the ωB97M-V functional and the def2-TZVPD basis", "orbital_gap_ev": [8.383, 8.385], "mol_weight_g_mol": 121.1, "charge": 1, "multiplicity": 1, "species": ["C", "C", "N", "N", "O", "O", "S", "H", "H", "H", "H", "H"], "positions_angstrom": [[0.53370, 0.27872, 0.27448], [-0.25441, -0.37316, -0.56790], [1.85141, 0.02103, 0.44934], [-2.14924, 0.61376, -0.15463], [2.66745, 0.54940, 1.10368], [2.12642, -1.13606, -0.21620], [-0.32066, -1.53662, -1.48847], [0.18002, 1.20820, 0.63772], [-2.27991, 0.25136, 0.77432], [-2.94388, 0.23736, -0.72872], [-2.27845, 1.61116, -0.10554], [2.86755, -1.72515, 0.02193]]}


Which of them is most stable, and which least? Most stable: *A*; least stable: *B*.


*A*
{"formula": "C4H9N2O2", "method": "the ωB97M-V functional and the def2-TZVPD basis", "orbital_gap_ev": 7.872, "mol_weight_g_mol": 117.1, "charge": -1, "multiplicity": 1, "species": ["C", "C", "C", "C", "N", "N", "O", "O", "H", "H", "H", "H", "H", "H", "H", "H", "H"], "positions_angstrom": [[-0.38720, -1.62262, 1.00955], [0.84619, -0.76738, 0.51600], [0.32791, 0.64191, -0.23055], [1.30686, 0.99754, -1.33683], [-0.94428, 0.65242, -0.79741], [-1.98881, 0.84808, -0.07479], [-1.95533, 0.95528, 1.18467], [-3.07109, 0.83800, -0.69793], [-1.06294, -0.90754, 1.52115], [-0.16699, -2.33884, 1.78961], [-0.76714, -2.02854, 0.08465], [1.35829, -0.63261, 1.42599], [1.32442, -1.27371, -0.36514], [0.45070, 1.32169, 0.58958], [2.12037, 1.68015, -0.87344], [1.84083, 0.03018, -1.67100], [0.76821, 1.60601, -2.07412]]}


*B*
{"formula": "C4H9N2O2", "method": "the ωB97M-V functional and the def2-TZVPD basis", "orbital_gap_ev": 6.220, "mol_weight_g_mol": 117.1, "charge": -1, "multiplicity": 1, "species": ["C", "N", "C", "O", "C", "N", "C", "O", "H", "H", "H", "H", "H", "H", "H", "H", "H"], "positions_angstrom": [[0.18208, -0.47711, 0.22185], [0.38233, -0.32585, 1.61334], [-0.90491, -0.26315, 2.43118], [-1.57410, 0.88609, 2.32742], [-0.34279, 0.67012, -0.66241], [-0.47517, 0.42314, -2.08604], [0.66482, 0.05574, -2.64401], [1.93891, 0.28920, -2.26035], [-0.55026, -1.32061, -0.01821], [1.10192, -0.88063, -0.26456], [0.73832, 0.63272, 1.80726], [-1.43484, -1.22817, 2.21396], [-0.42654, -0.49359, 3.48770], [-1.33157, 0.80099, -0.24170], [0.10498, 1.66858, -0.46618], [1.42686, -0.51334, -1.72279], [0.49997, 0.07585, -3.73647]]}


*C*
{"formula": "C4H9N2O2", "method": "the ωB97M-V functional and the def2-TZVPD basis", "orbital_gap_ev": 7.628, "mol_weight_g_mol": 117.1, "charge": -1, "multiplicity": 1, "species": ["C", "C", "N", "C", "N", "C", "O", "O", "H", "H", "H", "H", "H", "H", "H", "H", "H"], "positions_angstrom": [[-0.65411, 0.60603, -1.44591], [0.22832, -0.54131, -0.97188], [-0.41137, -1.85099, -1.28055], [0.53714, -0.46907, 0.53521], [0.71155, 0.85262, 1.05136], [0.43173, 1.19915, 2.41012], [0.48720, 2.43236, 2.63814], [0.16229, 0.25827, 3.18006], [-0.62061, 1.48081, -0.80077], [-0.48527, 0.95218, -2.46694], [-1.69319, 0.27851, -1.52337], [1.16712, -0.63111, -1.52920], [-0.75280, -2.27983, -0.42132], [-1.33879, -1.73569, -1.69260], [1.33558, -1.16293, 0.82179], [-0.34276, -0.89219, 0.99855], [1.23797, 1.50320, 0.49731]]}


Which of them is most stable, and which least? Most stable: *C*; least stable: *B*.


*A*
{"formula": "C4H9N2O2", "method": "the ωB97M-V functional and the def2-TZVPD basis", "orbital_gap_ev": 7.358, "mol_weight_g_mol": 117.1, "charge": -1, "multiplicity": 1, "species": ["C", "N", "C", "O", "C", "N", "C", "O", "H", "H", "H", "H", "H", "H", "H", "H", "H"], "positions_angstrom": [[0.25645, 0.18692, -1.07827], [1.10320, -0.06101, 0.09544], [2.40047, -0.40874, 0.05880], [3.11627, -0.59721, 1.01782], [-1.08596, -0.85747, -0.95947], [-1.32061, -1.00458, 0.41568], [-2.16261, 0.79703, 0.67421], [-1.92902, 1.95931, -0.09432], [0.84064, 0.15603, -2.01473], [-0.12200, 1.24702, -0.97017], [0.59509, -0.15671, 0.97698], [2.85772, -0.38791, -0.97024], [-0.91347, -1.82550, -1.46552], [-1.75889, -0.21057, -1.59063], [-0.85025, -1.85970, 0.74149], [-1.97554, 1.01521, 1.76496], [-3.09953, 0.27792, 0.39041]]}


*B*
{"formula": "C4H9N2O2", "method": "the ωB97M-V functional and the def2-TZVPD basis", "orbital_gap_ev": 7.776, "mol_weight_g_mol": 117.1, "charge": -1, "multiplicity": 1, "species": ["N", "C", "C", "O", "N", "C", "C", "O", "H", "H", "H", "H", "H", "H", "H", "H", "H"], "positions_angstrom": [[-2.21318, -0.13143, -0.07232], [-1.16404, -0.00516, -1.16819], [0.11186, -0.75118, -0.66485], [0.10092, -1.96938, -0.58326], [1.36038, -0.10429, -0.70045], [1.23753, 1.17580, -0.04109], [0.90799, 0.96887, 1.47096], [-0.25920, 0.42318, 1.48948], [-1.72033, 0.20454, 0.89855], [-2.69028, -1.01866, 0.05624], [-1.61648, -0.07925, -2.17499], [-0.79596, 1.16446, -1.07829], [2.15200, -0.64953, -0.49092], [0.43196, 1.78286, -0.44238], [2.08801, 1.91120, -0.11545], [1.70845, 0.26955, 1.89851], [1.11854, 2.10442, 2.02737]]}


*C*
{"formula": "C4H9N2O2", "method": "the ωB97M-V functional and the def2-TZVPD basis", "orbital_gap_ev": 5.339, "mol_weight_g_mol": 117.1, "charge": -1, "multiplicity": 1, "species": ["O", "C", "N", "C", "C", "N", "C", "O", "H", "H", "H", "H", "H", "H", "H", "H", "H"], "positions_angstrom": [[0.59121, -2.06912, -1.10419], [0.89546, -0.86034, -0.76612], [1.87025, -0.77224, 0.34255], [-0.49434, -0.09418, -0.27202], [-1.60945, -0.35605, -1.29777], [-0.51423, 1.30311, 0.06942], [-0.21167, 1.64941, 1.31305], [0.98126, 1.51654, 2.07367], [2.28208, -1.68361, 0.46147], [1.92775, -0.00309, 0.97189], [1.32005, -0.14927, -1.52573], [-1.76251, -1.41575, -1.47266], [-2.50377, 0.08247, -0.84919], [-1.40211, 0.25948, -2.17634], [-0.80208, -0.72526, 0.57095], [-0.66863, 2.59863, 1.60046], [0.10071, 0.71927, 2.06056]]}


Which of them is most stable, and which least? Most stable: *B*; least stable: *C*.